(1)
Below is 7 unconnected molecules or ions with the total composition C15H28Cl12O3 at a distorted geometry, with properties calculated with the ωB97M-V functional and the def2-TZVPD basis.

XYZ file:
```
58
Properties=species:S:1:pos:R:3:nbo_charge:R:1
C -1.002 -0.692 -0.461 -0.12
C 0.055 0.081 0.343 -0.08
O -0.793 1.053 0.886 -0.49
C -1.995 1.115 0.200 0.97
O -2.813 2.026 0.203 -0.61
O -2.200 0.090 -0.497 -0.45
H -1.100 -1.663 0.024 0.20
H -0.668 -0.852 -1.486 0.20
H 0.779 0.526 -0.340 0.18
H 0.641 -0.485 1.067 0.21
Cl 3.458 -3.039 4.343 -0.07
C 1.775 -2.566 3.831 -0.38
C 1.254 -1.438 4.740 -0.37
Cl -0.456 -0.994 4.334 -0.08
H 1.135 -3.427 4.025 0.22
H 1.631 -2.383 2.767 0.22
H 1.827 -0.514 4.671 0.23
H 1.194 -1.732 5.788 0.22
Cl -7.280 6.042 1.094 -0.08
C -5.572 5.690 1.718 -0.36
C -5.006 4.206 1.726 -0.40
Cl -5.478 3.189 3.140 -0.08
H -5.274 6.261 2.598 0.22
H -5.010 6.210 0.942 0.22
H -3.922 4.096 1.689 0.25
H -5.373 3.814 0.778 0.23
Cl 4.487 -3.059 -1.780 -0.07
C 3.919 -2.068 -3.127 -0.39
C 4.146 -0.513 -2.711 -0.41
Cl 3.192 0.101 -1.411 -0.02
H 2.880 -2.397 -3.156 0.21
H 4.377 -2.524 -4.005 0.24
H 3.936 0.178 -3.528 0.23
H 5.193 -0.437 -2.416 0.22
Cl 4.437 0.835 5.011 -0.06
C 5.198 1.055 3.410 -0.38
C 4.243 0.499 2.330 -0.41
Cl 2.651 1.258 2.392 -0.04
H 6.145 0.516 3.390 0.23
H 5.394 2.113 3.231 0.22
H 4.112 -0.581 2.266 0.23
H 4.804 0.672 1.412 0.22
Cl -3.909 1.319 -4.521 -0.08
C -3.721 2.105 -2.935 -0.38
C -4.735 3.313 -3.001 -0.36
Cl -4.369 4.412 -1.613 -0.08
H -2.677 2.412 -2.874 0.22
H -3.832 1.410 -2.103 0.24
H -5.768 2.968 -2.960 0.23
H -4.469 3.906 -3.877 0.22
Cl 0.058 -3.682 -1.763 -0.07
C 0.974 -4.701 -2.884 -0.41
C 0.114 -5.893 -3.423 -0.34
Cl 1.057 -6.704 -4.808 -0.11
H 1.925 -4.955 -2.416 0.23
H 1.304 -3.897 -3.542 0.22
H -0.770 -5.554 -3.964 0.23
H -0.105 -6.721 -2.749 0.24
```

Output
HOMO energy = -0.3716 Ha
Largest force on an atom = 5.2 eV/A
Frontier orbital gap = 10.218 eV
SMILES = O=C1OCCO1.ClCCCl.ClCCCl.ClCCCl.ClCCCl.ClCCCl.ClCCCl
Relative energy (zero: lowest compared OMol25 entry of this formula, charge and spin) = 205.73 kJ/mol

***

(2)
Below is 2 unconnected molecules or ions with the total composition C4H5N4O2 at a distorted geometry, with properties calculated with the ωB97M-V functional and the def2-TZVPD basis.

XYZ file:
```
15
Properties=species:S:1:pos:R:3:nbo_charge:R:1
C -0.790 -2.405 0.537 -0.16
C -0.288 -1.394 1.289 -0.12
C -0.078 -0.869 -0.785 0.13
C 0.310 -0.283 -2.010 0.23
N -0.584 -2.066 -0.783 -0.48
N 0.694 0.280 -2.987 0.15
N 0.164 -0.368 0.484 -0.58
N 0.137 2.834 0.711 -0.51
O 0.502 2.190 1.922 -0.65
O 1.199 0.860 -3.944 -0.50
H -1.329 -3.381 0.837 0.19
H -0.312 -1.263 2.443 0.18
H -0.767 2.415 0.487 0.32
H 0.442 1.145 1.819 0.49
H 0.701 2.304 -0.018 0.32
```

Output
HOMO energy = -0.1618 Ha
Largest force on an atom = 5.0 eV/A
Frontier orbital gap = 8.383 eV
Charge = -1
Relative energy (zero: lowest compared OMol25 entry of this formula, charge and spin) = 284.53 kJ/mol

***

(3)
Below is 2 unconnected molecules or ions with the total composition C2H2N3O2 at a distorted geometry, with properties calculated with the ωB97M-V functional and the def2-TZVPD basis.

XYZ file:
```
9
Properties=species:S:1:pos:R:3:nbo_charge:R:1
C 0.711 0.610 0.456 -0.02
C 3.428 -1.032 0.269 0.44
N 2.397 2.228 -0.136 0.37
N 1.651 1.454 0.104 0.13
N -0.488 0.741 -0.007 0.10
O 4.474 -1.235 -0.124 -0.42
O -1.388 -0.052 0.426 -0.41
H 1.209 -0.225 0.970 0.28
H -2.297 0.327 0.411 0.54
```

Output
HOMO energy (spin up / spin down) = -0.6087 / -0.6087 Ha
Largest force on an atom = 4.9 eV/A
Frontier orbital gap (spin up / spin down) = 9.640 / 9.639 eV
Charge = +1
Relative energy (zero: lowest compared OMol25 entry of this formula, charge and spin) = 31.40 kJ/mol

***

(4)
Below is 11 unconnected molecules or ions with the total composition C35H73F6N9O13 at a distorted geometry, with properties calculated with the ωB97M-V functional and the def2-TZVPD basis.

XYZ file:
```
136
Properties=species:S:1:pos:R:3:lowdin_charge:R:1
C -2.728 2.333 -2.339 0.02
C -2.640 3.883 -2.448 -0.59
O -3.570 4.603 -2.262 0.06
N -1.423 4.422 -2.721 0.02
C -1.157 5.881 -2.532 -0.04
H -1.787 1.875 -2.652 0.04
H -3.502 1.983 -3.015 0.08
H -2.905 2.142 -1.269 0.08
H -0.649 3.783 -2.655 0.08
H -1.864 6.472 -3.105 0.08
H -0.156 6.010 -2.929 0.07
H -1.132 6.183 -1.461 0.09
C 2.315 0.400 2.702 0.02
C 1.484 0.760 3.946 -0.53
O 0.650 -0.015 4.326 0.04
N 1.781 1.936 4.560 0.02
C 1.092 2.355 5.756 -0.06
H 2.313 -0.699 2.567 0.07
H 3.322 0.791 2.690 0.07
H 1.729 0.821 1.884 0.06
H 2.641 2.355 4.286 0.12
H 1.020 1.460 6.375 0.09
H 0.078 2.654 5.505 0.06
H 1.602 3.179 6.281 0.10
C -2.256 4.444 1.007 0.00
C -1.371 5.006 2.070 -0.60
O -1.758 5.850 2.832 0.06
N -0.106 4.531 2.100 0.02
C 0.896 5.034 3.073 -0.06
H -2.698 5.204 0.343 0.09
H -3.112 3.939 1.448 0.08
H -1.709 3.726 0.365 0.06
H 0.182 3.765 1.502 0.08
H 1.835 4.534 2.817 0.07
H 0.688 4.783 4.117 0.06
H 0.957 6.119 2.967 0.09
C 1.855 4.591 -0.803 0.00
C 2.706 5.141 -1.943 -0.58
O 3.125 6.255 -1.899 0.07
N 2.777 4.347 -3.044 0.02
C 3.501 4.840 -4.208 -0.07
H 2.143 3.635 -0.361 0.07
H 0.783 4.491 -1.059 0.06
H 1.904 5.374 -0.052 0.07
H 2.296 3.476 -3.151 0.08
H 4.268 5.544 -3.903 0.08
H 2.868 5.331 -4.946 0.08
H 3.937 3.988 -4.704 0.07
C -0.464 -0.998 -6.638 0.00
C -0.946 -2.158 -5.770 -0.55
O -1.763 -2.033 -4.897 0.05
N -0.329 -3.367 -6.008 0.01
C 0.722 -3.604 -7.034 -0.08
H -0.860 -1.085 -7.637 0.08
H 0.630 -0.938 -6.679 0.06
H -0.831 -0.069 -6.207 0.07
H -0.619 -4.149 -5.429 0.13
H 1.589 -2.977 -6.852 0.07
H 0.356 -3.516 -8.062 0.08
H 1.028 -4.668 -6.907 0.10
C -2.776 -2.544 3.104 0.01
C -2.327 -2.944 4.450 -0.62
O -2.844 -3.878 5.005 0.05
N -1.360 -2.216 5.035 0.02
C -0.811 -2.693 6.296 -0.06
H -2.028 -1.993 2.544 0.05
H -3.631 -1.882 3.309 0.10
H -3.071 -3.394 2.473 0.09
H -0.711 -1.692 4.457 0.09
H 0.059 -2.069 6.546 0.09
H -0.627 -3.774 6.231 0.08
H -1.530 -2.532 7.115 0.08
C -0.134 2.989 -5.778 0.03
C 0.892 2.153 -5.000 -0.53
O 0.844 2.092 -3.771 -0.02
N 1.781 1.415 -5.653 0.01
C 2.718 0.525 -5.037 -0.05
H 0.011 2.919 -6.856 0.08
H -0.049 4.039 -5.504 0.08
H -1.127 2.654 -5.484 0.09
H 1.689 1.461 -6.645 0.13
H 2.173 0.041 -4.213 0.08
H 3.512 1.132 -4.589 0.09
H 3.191 -0.118 -5.775 0.09
C 2.818 -7.422 -2.297 -0.01
C 2.577 -6.153 -3.076 -0.54
O 3.229 -5.919 -4.081 0.04
N 1.725 -5.238 -2.514 0.00
C 1.632 -3.845 -2.912 -0.08
H 1.968 -8.058 -2.017 0.08
H 3.278 -7.376 -1.322 0.07
H 3.493 -8.013 -2.915 0.08
H 1.502 -5.443 -1.529 0.10
H 1.579 -3.880 -4.006 0.07
H 2.469 -3.223 -2.565 0.09
H 0.676 -3.544 -2.493 0.06
C -1.068 -0.224 0.494 0.01
C -0.242 0.782 -0.219 -0.56
O 0.191 1.767 0.369 0.00
N 0.150 0.537 -1.477 0.04
C -0.186 -0.662 -2.242 -0.06
H -1.001 0.009 1.565 0.07
H -0.629 -1.202 0.292 0.06
H -2.099 -0.349 0.145 0.11
H 0.871 1.136 -1.849 0.11
H -0.441 -1.551 -1.626 0.08
H 0.669 -0.919 -2.862 0.06
H -1.055 -0.525 -2.878 0.07
C -2.232 1.619 3.754 -0.04
C -2.237 1.229 5.227 -0.17
O -3.532 0.599 5.461 0.05
C -3.648 0.054 6.630 -0.42
O -2.887 0.042 7.567 0.14
C -5.048 -0.651 6.898 -0.57
F -4.793 -1.971 6.909 0.16
F -5.559 -0.278 8.038 0.20
F -5.843 -0.313 5.893 0.17
H -3.079 2.267 3.484 0.09
H -2.257 0.799 3.041 0.05
H -1.351 2.208 3.487 0.07
H -2.228 2.161 5.818 0.14
H -1.443 0.578 5.532 0.09
C -0.524 -6.829 3.414 -0.07
C 0.894 -6.492 3.637 -0.17
O 1.233 -5.215 2.924 0.01
C 1.388 -5.292 1.586 -0.37
O 1.351 -6.232 0.838 0.14
C 1.702 -3.818 1.049 -0.60
F 0.971 -3.688 -0.032 0.17
F 1.429 -2.869 1.936 0.18
F 2.949 -3.871 0.698 0.21
H -0.670 -7.135 2.374 0.08
H -1.240 -6.038 3.715 0.09
H -0.701 -7.674 4.086 0.09
H 1.551 -7.243 3.174 0.13
H 1.113 -6.273 4.677 0.12
```

Output
HOMO energy = -0.3420 Ha
Largest force on an atom = 4.0 eV/A
Frontier orbital gap = 9.270 eV
SMILES = CCOC(=O)C(F)(F)F.CCOC(=O)C(F)(F)F.CNC(C)=O.CNC(C)=O.CNC(C)=O.CNC(C)=O.CNC(C)=O.CNC(C)=O.CNC(C)=O.CNC(C)=O.CNC(C)=O
Relative energy (zero: lowest compared OMol25 entry of this formula, charge and spin) = 0.00 kJ/mol

***

(5)
Below is 9 unconnected molecules or ions with the total composition C33H49BN10O4 at a distorted geometry, with properties calculated with the ωB97M-V functional and the def2-TZVPD basis.

XYZ file:
```
97
Properties=species:S:1:pos:R:3:lowdin_charge:R:1
C -6.268 -0.334 -1.520 -0.07
C -4.717 -0.313 -1.632 -0.28
O -4.098 -1.412 -0.997 -0.17
C -3.982 -2.547 -1.854 -0.25
C -2.728 -3.360 -1.485 -0.18
C -1.481 -2.624 -2.003 -0.18
C -0.176 -2.960 -1.219 -0.17
C -0.346 -2.787 0.304 -0.09
N 0.689 -1.931 0.927 -0.01
C 0.325 -1.197 1.992 0.01
C 1.193 -0.397 2.678 0.04
C 2.545 -0.333 2.265 -0.12
C 3.421 0.579 3.086 -0.11
C 3.652 0.272 4.439 0.06
C 4.411 1.139 5.217 0.05
N 4.895 2.271 4.699 -0.06
O 5.583 3.128 5.509 0.17
B 4.618 4.112 6.016 -0.69
O 4.649 5.377 5.525 0.21
O 3.722 3.773 7.011 0.21
C 4.734 2.606 3.420 0.05
C 4.002 1.786 2.565 0.09
C 2.916 -1.084 1.142 0.08
C 1.951 -1.865 0.520 0.03
H -6.733 -0.787 -2.408 0.07
H -6.655 0.692 -1.462 0.07
H -6.564 -0.930 -0.648 0.08
H -4.397 0.617 -1.134 0.11
H -4.426 -0.195 -2.689 0.12
H -4.008 -2.279 -2.914 0.09
H -4.847 -3.202 -1.633 0.13
H -2.770 -3.483 -0.392 0.11
H -2.826 -4.365 -1.916 0.11
H -1.609 -1.534 -2.071 0.12
H -1.291 -2.972 -3.030 0.10
H 0.641 -2.374 -1.655 0.07
H 0.020 -4.021 -1.434 0.13
H -0.414 -3.779 0.772 0.15
H -1.320 -2.319 0.503 0.12
H -0.714 -1.245 2.317 0.16
H 0.839 0.168 3.539 0.14
H 3.234 -0.631 4.880 0.15
H 4.586 0.924 6.270 0.18
H 3.957 5.495 4.850 0.06
H 2.908 3.403 6.647 0.12
H 5.147 3.549 3.067 0.18
H 3.839 2.044 1.521 0.15
H 3.952 -1.073 0.794 0.12
H 2.280 -2.448 -0.345 0.14
C 1.020 -2.975 -5.127 -0.08
C 1.939 -2.891 -3.986 -0.26
N 2.674 -2.827 -3.101 0.12
H 0.689 -4.001 -5.262 0.08
H 0.152 -2.339 -4.949 0.08
H 1.523 -2.645 -6.026 0.04
C -5.825 -5.723 -4.561 -0.05
C -4.712 -4.772 -4.458 -0.23
N -3.837 -4.026 -4.377 0.15
H -6.472 -5.628 -3.691 0.09
H -6.404 -5.521 -5.458 0.04
H -5.439 -6.739 -4.610 0.09
C 7.367 -0.356 2.751 -0.06
C 7.067 -0.826 1.403 -0.27
N 6.806 -1.173 0.338 0.15
H 8.331 0.150 2.762 0.10
H 6.588 0.339 3.063 0.04
H 7.402 -1.192 3.448 0.09
C 1.474 7.942 5.898 -0.02
C 1.776 6.836 4.986 -0.22
N 2.017 5.976 4.256 0.14
H 2.269 8.039 6.635 0.10
H 1.393 8.870 5.335 0.10
H 0.531 7.754 6.412 0.08
C 0.708 7.294 1.172 -0.09
C -0.669 7.511 0.716 -0.28
N -1.750 7.677 0.356 0.13
H 1.361 7.133 0.316 0.08
H 1.056 8.164 1.725 0.08
H 0.748 6.421 1.821 0.05
C 1.585 -2.355 -9.599 -0.05
C 1.367 -3.360 -8.552 -0.25
N 1.199 -4.152 -7.733 0.14
H 0.938 -2.563 -10.449 0.09
H 1.358 -1.363 -9.213 0.08
H 2.623 -2.382 -9.926 0.09
C -0.531 4.787 8.402 -0.08
C -1.490 5.894 8.324 -0.28
N -2.240 6.765 8.262 0.14
H 0.433 5.156 8.750 0.08
H -0.895 4.033 9.097 0.08
H -0.409 4.337 7.417 0.07
C -7.621 -5.055 -8.783 -0.06
C -7.785 -6.082 -7.749 -0.27
N -7.913 -6.891 -6.938 0.13
H -8.307 -5.247 -9.606 0.09
H -7.832 -4.072 -8.365 0.08
H -6.600 -5.071 -9.160 0.08
```

Output
HOMO energy = -0.4741 Ha
Largest force on an atom = 1.8 eV/A
Frontier orbital gap = 5.622 eV
Charge = +2

***

Please write out number 2 again, unchanged.
Below is 2 unconnected molecules or ions with the total composition C4H5N4O2 at a distorted geometry, with properties calculated with the ωB97M-V functional and the def2-TZVPD basis.

XYZ file:
```
15
Properties=species:S:1:pos:R:3:nbo_charge:R:1
C -0.790 -2.405 0.537 -0.16
C -0.288 -1.394 1.289 -0.12
C -0.078 -0.869 -0.785 0.13
C 0.310 -0.283 -2.010 0.23
N -0.584 -2.066 -0.783 -0.48
N 0.694 0.280 -2.987 0.15
N 0.164 -0.368 0.484 -0.58
N 0.137 2.834 0.711 -0.51
O 0.502 2.190 1.922 -0.65
O 1.199 0.860 -3.944 -0.50
H -1.329 -3.381 0.837 0.19
H -0.312 -1.263 2.443 0.18
H -0.767 2.415 0.487 0.32
H 0.442 1.145 1.819 0.49
H 0.701 2.304 -0.018 0.32
```

Output
HOMO energy = -0.1618 Ha
Largest force on an atom = 5.0 eV/A
Frontier orbital gap = 8.383 eV
Charge = -1
Relative energy (zero: lowest compared OMol25 entry of this formula, charge and spin) = 284.53 kJ/mol

***

Q: Look up the largest force on an atom of the first one.
A: 5.2 eV/A

***

Q: largest force on an atom of number 5 (C33H49BN10O4)?
A: 1.8 eV/A

***

Q: Which formula does entry 2 have?
A: C4H5N4O2